{
  "formula": "C13H20BClN5O10S",
  "method": "the ωB97M-V functional and the def2-TZVPD basis",
  "elements": ["N", "C", "O", "C", "C", "C", "N", "C", "N", "S", "N", "C", "C", "O", "Cl", "N", "B", "O", "O", "H", "H", "H", "H", "H", "H", "H", "H", "H", "H", "H", "H", "C", "C", "O", "C", "O", "O", "H", "H", "H", "H", "C", "C", "O", "C", "O", "O", "H", "H", "H", "H"],
  "xyz": [[-1.0860, -4.5633, -2.2711], [0.2760, -4.3329, -2.6907], [0.6823, -4.9397, -3.6280], [1.2074, -3.3396, -1.9220], [1.0316, -1.8362, -2.4220], [-0.0952, -1.2220, -1.5826], [-1.3526, -1.5698, -1.8873], [-2.1027, -0.8636, -0.9516], [-3.4373, -0.9363, -0.9663], [-4.2699, -1.9416, -2.1003], [-1.2846, -0.1839, -0.1394], [-1.8666, 0.5988, 0.9524], [-2.5937, -0.3482, 1.9586], [-3.6107, -0.0589, 2.4317], [-1.7573, -1.9078, 2.3190], [0.0113, -0.3703, -0.5136], [1.2175, 0.2195, 0.1142], [2.4092, -0.4927, -0.0665], [1.2680, 1.3993, 0.8048], [-1.7335, -3.9839, -2.7979], [-1.1884, -4.4369, -1.2671], [0.9320, -3.4365, -0.8429], [2.2430, -3.7059, -2.0405], [0.6436, -1.9247, -3.4599], [1.9828, -1.2886, -2.3589], [-3.9765, -0.3922, -0.2982], [-4.1980, -1.2355, -3.2740], [-2.6060, 1.2939, 0.4921], [-1.1416, 1.2242, 1.5063], [2.8914, 0.0196, -0.7439], [0.7614, 2.1032, 0.3581], [-1.1907, 5.6203, -1.7806], [-1.7578, 5.0477, -0.5105], [-1.4149, 3.6593, -0.6175], [-0.3453, 3.5720, -1.4487], [0.2935, 2.5697, -1.6172], [-0.0922, 4.7432, -2.0547], [-0.8496, 6.6464, -1.6624], [-1.8941, 5.5747, -2.6141], [-1.2866, 5.4599, 0.3838], [-2.8351, 5.1794, -0.4342], [3.1507, -0.2424, 3.0389], [2.2710, -0.7752, 4.1406], [3.2102, -1.3211, 5.0590], [4.4008, -0.6881, 4.8521], [5.3455, -0.7891, 5.5591], [4.3573, 0.0762, 3.7244], [2.7327, 0.6403, 2.5603], [3.3656, -0.9928, 2.2753], [1.7031, 0.0135, 4.6421], [1.5788, -1.5416, 3.7916]],
  "atomic_forces_ev_per_a": [[1.1, 0.4, 0.5], [-0.6, 0.1, 0.6], [0.6, 0.1, -0.9], [-0.6, -0.4, 0.6], [-0.7, -0.9, 0.6], [0.3, -1.0, -1.3], [0.5, 2.1, 1.9], [1.8, -1.7, -2.1], [-0.2, 0.5, 0.1], [-0.2, 0.0, 0.1], [-2.3, 1.1, 0.9], [0.2, -0.1, 0.0], [1.8, -0.1, -0.9], [-1.6, 0.3, 0.8], [-0.2, 0.8, -0.3], [0.0, -0.9, -0.6], [1.8, 0.2, 0.1], [-1.4, 0.7, -0.8], [-0.8, -0.4, -0.7], [0.0, -0.3, 0.2], [-0.3, 0.4, -0.3], [0.4, 0.3, -0.6], [-0.5, 0.4, -0.1], [0.4, 0.5, 0.6], [-0.6, -0.3, -0.1], [0.0, -0.2, -0.4], [0.2, 0.1, 0.8], [0.4, -0.5, 0.5], [-0.1, -0.6, -0.4], [0.5, -0.3, 0.7], [0.0, -0.2, 0.2], [-0.2, 0.6, -0.2], [-0.4, 0.5, 0.4], [0.4, -0.3, -0.2], [0.1, 0.4, -0.4], [-0.2, 0.0, 0.4], [-0.1, -0.6, 0.3], [0.2, -0.1, -0.1], [0.1, -0.1, 0.0], [0.0, -0.1, 0.0], [0.0, -0.2, 0.0], [0.0, 0.1, -0.4], [-0.4, -0.1, 0.1], [0.2, 0.2, -0.2], [0.4, 0.0, 0.3], [-0.2, 0.0, -0.1], [-0.2, -0.2, 0.3], [0.2, 0.1, 0.1], [0.0, 0.0, 0.1], [0.0, 0.0, 0.0], [0.1, -0.1, 0.2]],
  "energy_ha": -2416.6717,
  "gap_ev": 8.974,
  "lumo_energy_ev": -3.5,
  "homo_energy_ev": -12.50,
  "total_charge": 1
}